[1]
3 unconnected molecules or ions with the total composition C4H7NO. Source: the OMol25 dataset; level of theory: the ωB97M-V functional and the def2-TZVPD basis.

Last column: Mulliken charge in e.
Geometry (Å):
1 H -0.75261 0.58757 -1.73939  0.355
2 O 0.86410 -0.84764 0.96399  -0.272
3 H 3.31918 0.15802 0.12503  0.050
4 H -1.03854 1.01137 1.14359  0.303
5 C 0.67714 -0.24904 -0.34687  0.024
6 H 1.21825 -0.79335 -1.09649  0.457
7 H -1.70034 -1.17713 0.64483  0.218
8 H 2.88809 0.66008 0.74894  0.044
9 C -0.69033 0.23200 -0.71177  -0.007
10 N -1.50465 0.98062 0.23710  -0.611
11 C 1.40176 0.33488 0.78408  -0.399
12 C -1.88145 -0.39482 -0.09054  -0.422
13 H -2.80061 -0.50253 -0.66251  0.259

Computed properties:
Kohn-Sham gap   0.354 Eh
E_LUMO   0.356 eV
Total energy   -7792.7669 eV
Relative energy (zero: lowest compared OMol25 entry of this formula, charge and spin)   158.6 kcal/mol
Highest occupied orbital energy   -9.2668 eV
Charge   0



[2]
2 unconnected molecules or ions with the total composition C4H11NO2. Source: the OMol25 dataset; level of theory: the ωB97M-V functional and the def2-TZVPD basis.

Last column: Mulliken charge in e.
Geometry (Å):
1 H 0.43081 1.36610 0.93194  0.237
2 N -0.13355 -1.74061 -1.12500  -0.209
3 H 1.90214 1.65216 -1.04485  0.301
4 O 0.52630 -2.78955 -0.50848  -0.301
5 H 1.36237 0.08046 -1.55706  0.329
6 H -1.98222 1.60576 0.92412  0.321
7 O -1.00329 -1.20813 -0.25783  -0.111
8 H 2.08672 1.16886 1.29538  0.385
9 H -1.10980 0.56951 -1.28940  0.475
10 H 2.89380 0.19459 -0.74239  0.329
11 C -2.28872 0.60711 0.61061  -1.013
12 H -2.36357 -0.03425 1.48652  0.299
13 H 1.14572 -0.25242 1.34998  0.286
14 H -0.03347 -3.27373 0.11786  0.307
15 C 1.25836 0.67488 0.79141  -0.878
16 H -3.26759 0.72725 0.14571  0.314
17 C -1.31170 0.05023 -0.36295  -0.129
18 C 1.88771 0.60178 -0.76558  -0.944

Computed properties:
Kohn-Sham gap (spin up / spin down)   0.290 / 0.343 Eh
E_LUMO (spin up / spin down)   0.707 / 0.913 eV
Total energy   -9905.3669 eV
Relative energy (zero: lowest compared OMol25 entry of this formula, charge and spin)   158.5 kcal/mol
Highest occupied orbital energy (spin up / spin down)   -7.1709 / -8.4286 eV
Charge   0



[3]
C5H10O2 in the gas phase. Source: the OMol25 dataset; level of theory: the ωB97M-V functional and the def2-TZVPD basis.

Last column: Mulliken charge in e.
Geometry (Å):
1 H 1.98322 -0.17816 -0.34279  0.232
2 C -0.85836 -0.12869 -0.30460  0.320
3 H 0.20694 -1.86815 -1.50818  0.339
4 O -0.44759 -2.41657 -1.04212  -0.544
5 C -0.87300 -1.63059 0.03890  -0.668
6 C 0.80389 1.44035 0.55431  -0.427
7 H -1.31667 1.51459 1.07283  0.290
8 H 0.65267 2.48893 0.27921  0.236
9 H 1.49889 1.41856 1.39791  0.283
10 H -0.44541 0.17395 1.82286  0.308
11 C -0.53896 0.76663 0.90583  -0.724
12 H -0.24963 -1.81312 0.93006  0.279
13 O 0.15455 0.11597 -1.27983  -0.547
14 H 1.82037 1.25718 -1.39013  0.331
15 H -1.89669 -1.93263 0.28681  0.345
16 H -1.80501 0.15321 -0.77409  0.371
17 C 1.31078 0.63855 -0.64696  -0.425

Computed properties:
Kohn-Sham gap   0.396 Eh
E_LUMO   0.946 eV
Structure (SMILES)   OC[C@H]1CCCO1
Total energy   -9441.5750 eV
Relative energy (zero: lowest compared OMol25 entry of this formula, charge and spin)   33.9 kcal/mol
Highest occupied orbital energy   -9.8202 eV
Charge   0



[4]
C12H19NO4 in the gas phase. Source: the OMol25 dataset; level of theory: the ωB97M-V functional and the def2-TZVPD basis.

Last column: Mulliken charge in e.
Geometry (Å):
1 H -0.25316 -1.73422 0.96245  0.086
2 C 2.46663 -1.53036 -0.08966  -0.865
3 C -1.86961 2.31834 0.93597  -1.088
4 C -0.23012 -1.67953 -1.34594  -1.061
5 H 2.64578 0.96371 0.30134  0.407
6 C -2.45071 1.03140 0.54857  0.611
7 H -0.29687 -3.30761 0.17233  0.448
8 C -0.67005 2.49520 0.46828  -0.347
9 C 0.09904 -2.35747 -0.09575  -0.097
10 O 1.24734 1.54336 -1.04888  -0.493
11 H 2.70276 3.00131 -1.82819  0.236
12 H 0.49909 -2.12391 -2.36090  0.284
13 C 1.84736 3.17413 -1.18154  -1.071
14 H 3.00719 -0.92501 2.05912  0.542
15 C -3.73801 -1.24119 0.39653  -1.209
16 H -0.10678 3.53580 0.33017  0.132
17 C -0.01880 1.64141 -0.57968  0.491
18 H 2.14411 -0.95027 -0.94026  0.427
19 C -0.70849 0.41595 -0.75367  0.040
20 H -3.46401 0.94207 1.13573  0.190
21 H -3.54249 -1.22185 1.39874  0.498
22 H 1.33120 -0.33202 1.63915  0.265
23 N 1.65557 -2.87462 -0.00474  -0.635
24 H -2.23613 3.21898 1.50604  0.276
25 H 3.38990 -1.75883 0.06164  0.635
26 H -1.11712 -2.12899 -1.61892  0.601
27 H -4.03187 -2.04366 0.04001  0.403
28 H 1.85564 -3.11898 0.99755  0.301
29 C -1.86428 0.16697 -0.10541  0.625
30 O -2.40023 -0.90047 -0.34948  -0.400
31 O 3.11573 0.47225 1.06831  -0.604
32 H -4.59387 -0.60088 -0.00507  0.336
33 H 2.03801 3.36429 -0.06143  0.363
34 C 2.34105 -0.60934 1.38329  -0.653
35 O 0.04971 -0.52509 -1.48338  -0.275
36 H 1.15654 3.67917 -1.55230  0.602

Computed properties:
Kohn-Sham gap   0.316 Eh
E_LUMO   0.593 eV
Structure (SMILES)   COc1cccc(OC)c1OCCNCCO
Total energy   -22419.1149 eV
Relative energy (zero: lowest compared OMol25 entry of this formula, charge and spin)   295.8 kcal/mol
Highest occupied orbital energy   -7.9941 eV
Charge   0



[5]
A molecular structure, C2H6Cl2Si. Source: the OMol25 dataset; level of theory: the ωB97M-V functional and the def2-TZVPD basis.

Last column: Mulliken charge in e.
Geometry (Å):
1 H 1.24416 0.55825 -2.00096  -0.087
2 H -0.54334 0.84798 1.43310  0.296
3 H -1.06581 -1.02396 -0.89991  0.224
4 Si 1.51635 0.62705 -0.52789  0.604
5 Cl 2.44618 -1.09788 -0.14871  -0.218
6 H -0.59171 -1.59357 0.60758  0.325
7 H -1.40620 1.33530 -0.01896  0.330
8 Cl 2.59440 1.98885 0.41856  -0.168
9 H -2.17324 -1.31070 0.53356  0.334
10 C -0.78692 0.55458 0.40878  -0.761
11 C -1.23388 -0.88590 0.19483  -0.880

Computed properties:
Kohn-Sham gap   0.356 Eh
E_LUMO   0.712 eV
Total energy   -35094.6378 eV
Relative energy (zero: lowest compared OMol25 entry of this formula, charge and spin)   26.2 kcal/mol
Highest occupied orbital energy   -8.9726 eV
Charge   0



[6]
A gas-phase ion, C5H12N (charge +1). Source: the OMol25 dataset; level of theory: the ωB97M-V functional and the def2-TZVPD basis.

Last column: Mulliken charge in e.
Geometry (Å):
1 C -0.02197 -0.46818 -0.90534  -0.674
2 H -0.26901 0.22341 -1.76742  0.370
3 H -1.71062 -1.79295 -0.67639  0.324
4 N 1.56455 -0.34033 1.03575  -0.284
5 H 1.77710 0.19668 1.88361  0.387
6 H 1.15977 2.14679 -1.30373  0.297
7 H 2.56983 1.96436 -0.03807  0.298
8 C 0.96589 0.54074 -0.04830  0.265
9 H 0.69689 -1.26720 -1.30051  0.317
10 C -2.23438 0.18500 0.24616  -1.117
11 H 2.51445 -0.73916 0.66466  0.418
12 H 0.88845 -1.15173 1.22951  0.321
13 H -3.16561 -0.21568 0.69640  0.362
14 H -2.45557 0.64759 -0.72923  0.307
15 H -1.84291 0.92992 0.90360  0.296
16 C 1.70661 1.51231 -0.57746  -0.812
17 C -1.22649 -0.96426 -0.12843  -0.281
18 H -0.91698 -1.40729 0.81517  0.204

Computed properties:
Kohn-Sham gap   0.405 Eh
E_LUMO   -4.047 eV
Structure (SMILES)   C=C([NH3+])CCC
Total energy   -6861.4117 eV
Relative energy (zero: lowest compared OMol25 entry of this formula, charge and spin)   49.5 kcal/mol
Highest occupied orbital energy   -15.0723 eV
Charge   +1